[1]
{"formula": "C45H55CoOP2SSi4Te", "method": "the ωB97M-V functional and the def2-TZVPD basis", "energy_ev": -155434.3867, "e_above_lowest_kj_mol": 0.0, "s2": 6.037, "charge": 2, "spin_multiplicity": 5, "orbital_gap_ev": [7.8, 5.1], "fmax_ha_per_bohr": 0.0681, "elements": ["Co", "O", "S", "C", "C", "C", "C", "C", "C", "P", "C", "C", "C", "C", "C", "C", "C", "C", "C", "C", "C", "C", "C", "C", "C", "C", "C", "C", "P", "C", "C", "C", "C", "C", "C", "C", "C", "C", "C", "C", "C", "H", "H", "H", "H", "H", "H", "H", "H", "H", "H", "H", "H", "H", "H", "H", "H", "H", "H", "H", "H", "H", "H", "H", "H", "H", "H", "H", "H", "C", "Si", "C", "C", "Si", "Te", "Si", "C", "C", "C", "Si", "C", "C", "C", "H", "H", "H", "H", "H", "H", "H", "H", "H", "H", "H", "H", "H", "H", "H", "H", "H", "H", "H", "H", "H", "H", "H", "H", "H", "H", "H"], "xyz": [[-0.3905, -0.5610, -1.1457], [-1.6787, -3.4629, -2.2953], [-0.9838, -2.1778, -2.4749], [0.4512, -2.5978, -3.5544], [0.4404, -3.7318, -4.3496], [1.6327, -4.1019, -4.9788], [2.7463, -3.2541, -4.9531], [2.7172, -2.0926, -4.1948], [1.5685, -1.7894, -3.4828], [1.4883, -0.4444, -2.2108], [2.9462, -0.8022, -1.1567], [3.3844, -2.1139, -1.0313], [4.5085, -2.4310, -0.2404], [5.2506, -1.4132, 0.3659], [4.8475, -0.0980, 0.2236], [3.6165, 0.2041, -0.4112], [2.0157, 1.0323, -3.2003], [1.8558, 0.9062, -4.5936], [2.4234, 1.7936, -5.5323], [2.9959, 2.9159, -4.9965], [3.1383, 3.0807, -3.6258], [2.7033, 2.1402, -2.7412], [-1.9537, -1.1807, -3.6809], [-2.3954, -1.8045, -4.8576], [-3.1453, -1.0658, -5.8110], [-3.4000, 0.3021, -5.5743], [-3.0487, 0.8348, -4.3333], [-2.2761, 0.1474, -3.4260], [-1.8416, 0.8433, -1.8073], [-1.4609, 2.6269, -1.9061], [-0.9652, 3.1462, -3.1310], [-0.5216, 4.4544, -3.1968], [-0.4089, 5.2131, -2.0389], [-0.8918, 4.6972, -0.8541], [-1.5047, 3.4404, -0.7744], [-3.4216, 0.7683, -0.9238], [-3.4006, 0.9286, 0.4791], [-4.5827, 1.1196, 1.1890], [-5.8385, 1.0721, 0.5115], [-5.8600, 0.9002, -0.8633], [-4.6288, 0.7064, -1.5524], [-0.4387, -4.3138, -4.3987], [1.6051, -5.0422, -5.5775], [3.6863, -3.5716, -5.4617], [3.5642, -1.3553, -4.1440], [2.9227, -2.8952, -1.6055], [4.8484, -3.4729, -0.2288], [6.0982, -1.6851, 1.0065], [5.5125, 0.7005, 0.5327], [3.1533, 1.1996, -0.3138], [1.2230, 0.0369, -4.9752], [2.2630, 1.6753, -6.5787], [3.3164, 3.6602, -5.7393], [3.7157, 3.9602, -3.3037], [2.7597, 2.3329, -1.6857], [-2.2332, -2.9088, -4.9417], [-3.4273, -1.4819, -6.7734], [-3.9355, 0.9640, -6.2112], [-3.3162, 1.8764, -4.1335], [-0.9557, 2.5040, -4.0134], [-0.1155, 4.8816, -4.1670], [-0.0745, 6.2471, -2.1023], [-0.7523, 5.2614, 0.0729], [-1.9167, 3.0132, 0.1382], [-2.4627, 1.0527, 1.0283], [-4.6198, 1.1899, 2.2436], [-6.7661, 1.1633, 1.0770], [-6.8325, 0.7984, -1.3450], [-4.6488, 0.5502, -2.6425], [3.6701, -0.3106, 3.9257], [2.3057, -1.5213, 4.5250], [2.3379, -3.2044, 3.6507], [2.0300, -1.7145, 6.4246], [0.1021, -0.6771, 3.5292], [-0.0253, -1.1998, 1.1409], [-0.3408, 1.7845, 3.7792], [0.1096, 2.6345, 2.1219], [-2.2067, 1.9742, 4.0885], [0.6818, 2.3059, 5.3765], [-1.6246, -2.0265, 4.5058], [-1.8287, -1.0911, 6.1436], [-3.2279, -1.9798, 3.4253], [-1.1516, -3.8386, 4.6360], [4.5892, -0.9036, 3.7492], [3.8980, 0.5014, 4.6200], [3.3665, 0.1097, 2.9739], [3.1717, -3.7348, 4.1483], [2.6144, -3.0862, 2.5999], [1.4102, -3.7842, 3.6759], [2.9556, -1.4867, 6.9881], [1.7507, -2.7968, 6.6904], [1.2066, -1.0903, 6.6838], [0.0811, 1.9602, 1.2408], [1.1238, 3.0615, 2.2041], [-0.5457, 3.5367, 1.8175], [-2.5336, 2.6856, 3.3615], [-2.5384, 2.3071, 5.1228], [-2.6836, 1.0463, 3.9034], [1.6310, 1.7494, 5.5916], [0.0245, 2.3583, 6.2498], [1.0207, 3.3794, 5.2821], [-2.5160, -0.2184, 5.9412], [-0.9144, -0.6731, 6.6150], [-2.3853, -1.7449, 6.8430], [-4.0884, -2.0874, 4.1297], [-3.3138, -2.8986, 2.8088], [-3.4916, -1.1596, 2.7149], [-0.1026, -3.8940, 5.0941], [-1.0747, -4.3817, 3.6864], [-1.7925, -4.3822, 5.3668]], "mulliken_charge": [1.693, -0.812, 0.958, 0.198, -0.732, -0.780, -0.835, 0.444, -1.479, 1.799, 0.408, -0.310, -0.886, -0.338, -1.447, 0.046, 0.667, 0.010, -1.032, -0.503, -1.047, -0.248, -0.510, -0.458, -0.923, -0.893, 0.011, -0.180, 2.005, 0.526, -0.011, -0.731, -0.783, -0.783, -0.574, 1.055, -0.215, -0.823, -0.787, -0.974, -0.444, 0.616, 0.396, 0.404, 0.483, 0.397, 0.449, 0.467, 0.445, 0.382, 0.350, 0.490, 0.391, 0.428, 0.168, 0.375, 0.440, 0.513, 0.541, 0.345, 0.340, 0.433, 0.394, 0.773, 0.079, 0.446, 0.414, 0.404, 0.416, -0.831, 0.648, -0.950, -1.031, -0.097, -1.026, 0.788, -0.599, -0.928, -1.148, 0.566, -0.951, -1.146, -1.027, 0.374, 0.411, 0.068, 0.430, 0.168, 0.240, 0.439, 0.308, 0.246, -0.159, 0.479, 0.039, 0.454, 0.436, -0.081, 0.246, 0.364, 0.389, 0.253, 0.213, 0.461, 0.420, 0.389, 0.144, 0.173, 0.352, 0.413]}

[2]
{"formula": "C45H55MgNO3PS2Te", "method": "the ωB97M-V functional and the def2-TZVPD basis", "energy_ev": -98891.4556, "e_above_lowest_kj_mol": 0.0, "s2": 0.758, "charge": -2, "spin_multiplicity": 2, "orbital_gap_ev": [5.8, 5.7], "fmax_ha_per_bohr": 0.0101, "elements": ["Mg", "C", "C", "C", "C", "C", "H", "H", "H", "H", "H", "C", "C", "O", "N", "Te", "C", "C", "C", "C", "C", "C", "C", "C", "C", "C", "C", "C", "C", "C", "C", "C", "C", "C", "H", "H", "H", "H", "H", "H", "H", "H", "H", "H", "H", "H", "H", "H", "H", "H", "H", "H", "H", "H", "H", "H", "H", "H", "H", "C", "C", "C", "C", "C", "C", "C", "C", "C", "C", "C", "C", "C", "C", "H", "H", "H", "H", "H", "H", "H", "H", "H", "H", "H", "C", "C", "C", "O", "P", "S", "S", "O", "C", "C", "C", "H", "H", "H", "H", "H", "H", "H", "H", "H", "H", "H", "H", "H", "H"], "xyz": [[-0.2083, 0.0192, -0.4759], [0.4557, 1.5738, 1.0035], [-0.0129, 2.7542, 0.3918], [-1.4044, 2.8110, 0.5450], [-1.8212, 1.6757, 1.2593], [-0.6861, 0.9008, 1.5583], [1.4878, 1.2574, 1.1024], [0.5951, 3.4586, -0.1595], [-2.0584, 3.5618, 0.1266], [-2.8444, 1.4122, 1.4845], [-0.6500, -0.0088, 2.1465], [-0.7099, -3.2779, -1.1026], [0.6851, -2.8144, -0.6686], [1.6829, -3.3847, -1.1231], [0.6467, -1.8083, 0.2054], [3.0114, -1.6755, 1.4040], [4.8457, -1.2371, 2.4783], [5.5936, -0.0998, 2.1497], [5.1770, 0.8960, 1.0932], [6.7706, 0.1768, 2.8479], [7.2330, -0.6440, 3.8611], [8.5114, -0.3375, 4.5954], [6.4923, -1.7798, 4.1657], [5.3193, -2.0928, 3.4896], [4.5864, -3.3519, 3.8704], [1.8069, -1.8161, 3.1532], [1.0946, -3.0039, 3.3736], [1.0756, -4.1672, 2.4174], [0.3210, -3.1282, 4.5278], [0.2292, -2.1151, 5.4652], [-0.6125, -2.2654, 6.7043], [0.9237, -0.9399, 5.2177], [1.6974, -0.7616, 4.0756], [2.3031, 0.6021, 3.8726], [-0.8728, -2.9164, -2.1197], [-1.5095, -2.9043, -0.4609], [-0.7247, -4.3677, -1.1150], [4.4988, 0.4764, 0.3557], [6.0543, 1.2828, 0.5720], [4.6629, 1.7456, 1.5525], [7.3356, 1.0666, 2.5843], [8.8580, 0.6725, 4.3749], [9.3059, -1.0322, 4.3114], [8.3765, -0.4210, 5.6756], [6.8394, -2.4467, 4.9502], [5.2019, -3.9713, 4.5247], [4.3200, -3.9278, 2.9818], [3.6521, -3.1274, 4.3880], [1.9295, -4.1821, 1.7429], [0.1836, -4.1133, 1.7898], [1.0417, -5.1095, 2.9687], [-0.2248, -4.0534, 4.6880], [-1.0637, -3.2567, 6.7543], [-1.4184, -1.5288, 6.7206], [-0.0166, -2.1176, 7.6078], [0.8480, -0.1181, 5.9239], [2.5362, 1.0603, 4.8355], [1.5841, 1.2431, 3.3560], [3.2111, 0.5801, 3.2794], [3.6908, -0.9371, -6.2059], [2.5199, -1.6443, -5.9579], [1.7427, -1.3504, -4.8498], [2.1107, -0.3354, -3.9642], [3.2999, 0.3500, -4.2126], [4.0804, 0.0601, -5.3235], [1.3071, -0.0275, -2.7518], [-0.0268, 0.0774, -2.5980], [-0.9590, 0.0210, -3.7423], [-2.1868, -0.6325, -3.5999], [-3.0987, -0.7107, -4.6425], [-2.8112, -0.1071, -5.8585], [-1.6185, 0.5911, -6.0073], [-0.7084, 0.6591, -4.9638], [4.2983, -1.1703, -7.0723], [2.2139, -2.4383, -6.6289], [0.8376, -1.9100, -4.6526], [3.6089, 1.1274, -3.5220], [4.9966, 0.6129, -5.4973], [1.9544, 0.0783, -1.8722], [-2.4553, -1.0490, -2.6373], [-4.0616, -1.1776, -4.4739], [-3.5343, -0.1373, -6.6649], [-1.4000, 1.0985, -6.9409], [0.2102, 1.2196, -5.0886], [-4.4416, 2.6436, -4.1025], [-5.0941, 3.4512, -2.9958], [-4.0773, 3.9414, -1.9778], [-6.1720, 2.7750, -2.3282], [-6.2899, 1.1736, -2.0136], [-7.0113, 0.1987, -3.5659], [-4.6383, 0.5156, -1.1588], [-7.5242, 1.2804, -0.9594], [-7.6892, 2.1952, 0.1262], [-8.4244, 3.4385, -0.3573], [-6.4215, 2.5447, 0.8897], [-3.7253, 3.2811, -4.6279], [-5.1846, 2.2750, -4.8081], [-3.9019, 1.7889, -3.6960], [-5.5885, 4.3191, -3.4476], [-3.6050, 3.0936, -1.4820], [-4.5599, 4.5683, -1.2241], [-3.3058, 4.5324, -2.4784], [-8.3513, 1.6543, 0.8114], [-7.7939, 4.0035, -1.0423], [-8.6891, 4.0711, 0.4948], [-9.3367, 3.1528, -0.8828], [-5.7347, 3.1298, 0.2792], [-5.8947, 1.6482, 1.2089], [-6.7022, 3.1333, 1.7684]], "mulliken_charge": [0.654, -0.198, -1.628, -0.330, -1.035, -0.583, 1.021, 0.362, 0.541, 0.485, 0.673, -1.460, 0.908, -0.732, -0.006, 0.696, -0.592, 1.248, -1.849, -0.865, 0.834, -1.552, -1.003, 1.044, -1.343, -0.209, 1.223, -2.466, -0.695, 0.857, -1.654, -0.862, 1.340, -1.382, 0.208, 0.318, 0.444, 0.134, 0.507, 0.315, 0.323, 0.351, 0.302, 0.357, 0.326, 0.407, 0.240, 0.184, 0.329, 0.323, 0.586, 0.281, 0.374, 0.324, 0.338, 0.365, 0.504, 0.249, -0.090, -0.386, -0.679, -0.019, -0.102, -0.240, -0.572, -0.151, -1.044, 0.927, -0.405, -0.795, -0.396, -0.747, 0.244, 0.360, 0.374, 0.383, 0.418, 0.369, 0.103, 0.432, 0.300, 0.383, 0.339, 0.444, -1.263, 0.457, -1.101, -0.387, 0.559, -0.593, -0.386, -0.444, 0.576, -1.281, -1.209, 0.519, 0.377, -0.009, 0.121, -0.032, 0.353, 0.568, 0.369, 0.147, 0.447, 0.315, 0.079, 0.292, 0.546]}